ORCA calculation (ωB97M-V/def2-TZVPD) on a 19-piece molecular cluster, C26H51Cl36FO4S2 overall.

The calculation puts the electronic energy at -18785.30996 a.u. The LUMO energy is 0.16 eV. As for the max |F|: 0.038 hartree/bohr. As for the HOMO-LUMO gap: 9.1 eV. For the HOMO energy, the calculation gives -8.98 eV.

CARTESIAN COORDINATES (ANGSTROEM)
C 2.153 0.195 0.688
C 0.920 0.731 1.367
F 0.536 -0.184 2.350
C -0.275 1.018 0.444
C -0.270 0.143 -0.788
O -0.161 2.378 -0.088
S -1.625 2.969 -0.237
O -1.612 4.386 -0.227
O -2.340 2.409 -1.337
O -2.142 2.362 1.116
C -1.583 0.987 1.271
C -2.738 0.057 0.842
C -2.554 -1.448 1.216
C -3.223 -2.386 0.151
S -2.144 -3.409 -0.906
H 1.990 -0.763 0.214
H 2.596 0.942 0.034
H 2.879 0.005 1.480
H 1.203 1.676 1.842
H -1.178 0.258 -1.353
H -0.074 -0.887 -0.504
H 0.551 0.466 -1.425
H -1.449 0.946 2.338
H -2.918 0.165 -0.222
H -3.597 0.425 1.399
H -1.520 -1.715 1.415
H -3.149 -1.627 2.105
H -3.933 -1.839 -0.466
H -3.789 -3.136 0.699
H -1.549 -2.560 -1.747
C 1.639 -1.121 5.725
Cl 0.184 -1.993 6.224
Cl 2.578 -0.595 7.134
H 2.252 -1.782 5.123
H 1.344 -0.251 5.150
C -3.370 6.694 -1.283
Cl -4.974 6.503 -2.011
Cl -2.216 7.385 -2.434
H -3.454 7.362 -0.432
H -3.012 5.720 -0.968
C 3.654 2.447 5.152
Cl 2.063 2.264 4.402
Cl 4.882 2.930 3.977
H 3.586 3.210 5.918
H 3.939 1.496 5.586
C -3.612 -0.418 5.420
Cl -5.214 -0.471 4.673
Cl -2.329 -0.207 4.218
H -3.549 0.427 6.098
H -3.442 -1.351 5.947
C 2.759 -3.814 -2.125
Cl 1.120 -3.886 -1.451
Cl 3.987 -3.481 -0.896
H 2.985 -4.774 -2.573
H 2.793 -3.030 -2.875
C -4.988 10.012 -2.410
Cl -4.165 10.848 -3.731
Cl -4.819 10.877 -0.874
H -6.041 9.934 -2.650
H -4.552 9.028 -2.296
C -0.894 -1.917 9.542
Cl -2.555 -1.626 10.086
Cl 0.293 -1.223 10.651
H -0.731 -2.986 9.483
H -0.768 -1.461 8.570
C 0.019 -5.972 4.754
Cl 0.641 -5.133 3.332
Cl -1.050 -4.948 5.739
H -0.603 -6.805 4.438
H 0.853 -6.308 5.358
C -3.256 -6.998 -2.025
Cl -2.898 -6.841 -0.306
Cl -1.801 -6.800 -3.014
H -3.668 -7.983 -2.207
H -3.969 -6.230 -2.303
C -3.534 -6.477 3.496
Cl -4.433 -5.557 2.293
Cl -2.149 -7.313 2.774
H -3.165 -5.794 4.251
H -4.194 -7.213 3.940
C 3.996 2.866 -2.509
Cl 3.967 1.301 -3.324
Cl 2.752 3.012 -1.263
H 4.964 2.998 -2.039
H 3.830 3.636 -3.254
C -3.417 -0.060 -4.196
Cl -3.149 0.485 -5.854
Cl -2.218 -1.267 -3.695
H -3.341 0.794 -3.531
H -4.400 -0.510 -4.132
C 4.713 0.785 -7.310
Cl 4.556 -0.725 -6.401
Cl 5.008 2.193 -6.287
H 5.547 0.682 -7.994
H 3.794 0.942 -7.861
C 7.584 1.469 -0.104
Cl 6.524 0.793 -1.345
Cl 7.881 3.193 -0.368
H 7.109 1.345 0.861
H 8.532 0.945 -0.131
C 2.987 -2.379 -9.319
Cl 3.714 -0.995 -10.158
Cl 1.731 -1.868 -8.184
H 2.545 -3.039 -10.062
H 3.764 -2.892 -8.764
C 1.387 -6.340 -10.159
Cl 2.771 -7.205 -9.487
Cl 1.891 -4.939 -11.118
H 0.832 -7.013 -10.801
H 0.764 -5.991 -9.345
C 1.497 7.464 -1.286
Cl 2.446 6.703 -2.570
Cl 1.797 9.202 -1.181
H 0.448 7.299 -1.495
H 1.769 7.007 -0.342
C -1.132 2.640 6.405
Cl -2.636 2.190 7.228
Cl 0.167 3.017 7.535
H -0.820 1.804 5.789
H -1.326 3.511 5.792